{
  "formula": "C24H67N5O9",
  "method": "ωB97M-V with the def2-TZVPD basis set",
  "elements": ["O", "O", "O", "O", "O", "O", "O", "O", "O", "N", "N", "N", "N", "N", "C", "C", "C", "C", "C", "C", "C", "C", "C", "C", "C", "C", "C", "C", "C", "C", "C", "C", "C", "C", "C", "C", "C", "C", "H", "H", "H", "H", "H", "H", "H", "H", "H", "H", "H", "H", "H", "H", "H", "H", "H", "H", "H", "H", "H", "H", "H", "H", "H", "H", "H", "H", "H", "H", "H", "H", "H", "H", "H", "H", "H", "H", "H", "H", "H", "H", "H", "H", "H", "H", "H", "H", "H", "H", "H", "H", "H", "H", "H", "H", "H", "H", "H", "H", "H", "H", "H", "H", "H", "H", "H"],
  "coordinates": [[0.8669, -0.6157, 0.5322], [2.6629, -3.3345, 1.4441], [-1.4094, 3.0158, 2.2734], [3.0228, 4.0820, -4.8252], [1.9980, 1.0340, -1.7883], [-4.7293, -2.2589, -3.1827], [5.6163, -1.4626, 2.4118], [1.1425, -4.5601, 3.4970], [-3.7813, -2.7997, 1.9479], [5.7428, 4.7172, -6.0295], [-6.2176, -5.0440, 3.5787], [-2.8638, -0.6251, -2.0844], [-1.6196, 5.4554, 0.8560], [3.7568, -0.1324, 0.5236], [0.7776, 1.2004, -1.0566], [-3.9527, -1.1079, -1.1972], [2.0687, -5.3055, 2.6957], [-1.5812, 2.9662, 0.8793], [5.4608, 3.9693, -4.8119], [5.1155, -0.1394, 2.5475], [1.7959, 3.4138, -4.8357], [5.7344, -2.1684, 3.6026], [-2.1961, 4.2264, 0.2611], [0.2569, -0.1852, -0.6786], [-1.0524, 1.7407, 2.7891], [-1.9256, 4.2993, -1.2257], [5.6038, 4.8490, -3.5648], [-4.2911, -3.7237, 2.9463], [-5.7922, -2.4891, -4.0593], [-5.7656, -3.9180, 2.7639], [4.8957, 0.4836, 1.1642], [-2.3832, -2.5810, 2.0503], [3.2019, -4.4467, 2.1329], [-5.1587, -1.5477, -2.0308], [-4.2163, -0.1691, -0.0428], [4.6940, 1.9915, 1.3767], [4.1435, 3.2244, -4.8428], [-6.6568, -2.7086, 2.9962], [-2.2209, -1.9445, 2.9290], [1.6101, -5.8927, 1.8992], [5.6442, 2.4708, 1.6184], [3.8560, -5.0870, 1.5376], [-0.8568, 5.8042, 0.2987], [-3.2680, 0.0747, -2.6987], [-6.6384, -4.7372, 4.4453], [4.0842, 2.5514, -3.9709], [5.7935, 0.3137, 0.5717], [-3.2819, 4.2851, 0.3755], [-5.9640, -4.2931, 1.7495], [-2.1476, 3.3379, -1.7116], [-4.5097, -0.7000, 0.8638], [-5.8523, -2.1944, -1.4805], [4.3942, 2.3646, 0.3967], [2.5470, -5.9835, 3.4125], [-3.3404, 0.4656, 0.0757], [4.1783, -0.2667, 3.0998], [5.5824, 4.0940, -6.8187], [-1.2551, 1.7863, 3.8577], [-6.4279, -2.2707, 3.9720], [1.6932, 2.6815, -5.6434], [0.1991, -0.9332, -1.4763], [1.0346, 4.1840, -4.9589], [-1.6609, 0.9245, 2.3931], [6.4818, -1.6906, 4.2472], [5.7658, 0.4997, 3.1581], [-6.1537, -1.5758, -4.5509], [-2.1983, 2.1376, 0.5089], [4.0209, 2.2408, 2.1952], [6.2548, 3.2389, -4.6374], [3.8018, -1.1294, 0.3595], [-6.6356, -3.0193, -3.6089], [-0.5572, 2.8981, 0.4884], [2.6793, 0.7868, -1.1367], [3.8624, -4.1338, 2.9519], [0.4431, -5.1780, 3.7248], [-0.8231, -0.1690, -0.4399], [5.6939, 4.1989, -2.6930], [-5.0820, 0.4978, -0.1541], [-7.6865, -2.9744, 2.7742], [1.8569, -3.1181, 1.9317], [4.0561, 2.4764, -5.6435], [1.5182, 2.8753, -3.9220], [6.4882, 5.4834, -3.5977], [-2.5511, -1.4417, -2.5870], [6.1700, -3.1665, 3.4739], [5.1072, 5.4787, -6.2429], [-2.0948, -2.1075, 1.1165], [-6.4172, -1.8744, 2.3310], [0.0275, 1.6785, -1.6824], [-1.8228, -3.5011, 2.2507], [0.8874, -1.5747, 0.5777], [-5.7072, -0.6507, -2.3567], [-5.5915, -5.8177, 3.7142], [-0.8815, 4.4285, -1.5273], [-1.3536, 5.2649, 1.8132], [0.0043, 1.5517, 2.5950], [1.0574, 1.7225, -0.1398], [2.8484, 0.0164, 0.9439], [4.7749, -2.4166, 4.0721], [-5.4489, -3.0771, -4.9137], [-2.5427, 5.0552, -1.7072], [4.7382, 5.4994, -3.4246], [-4.0257, -3.1870, 3.8734], [-3.6136, -4.5831, 2.8991], [-3.5090, -2.0237, -0.7860]],
  "forces_ev_per_angstrom": [[0.79, -0.28, 0.15], [0.13, -0.13, -0.31], [-1.20, -0.35, 0.12], [0.53, 0.17, -0.17], [-0.12, 0.45, -0.18], [0.09, 0.02, 0.30], [0.36, -0.09, -0.86], [0.09, 0.31, -0.89], [-0.39, -0.81, -0.44], [0.23, -0.32, -0.89], [-1.04, 0.44, 0.62], [-0.66, 0.41, 1.02], [-0.84, -0.43, 0.09], [-0.54, 0.34, -1.32], [1.18, -2.02, -0.23], [1.00, -1.20, -0.62], [1.18, -0.68, 0.96], [0.54, 0.58, -1.02], [-0.02, 0.70, 0.45], [0.12, -0.64, 0.33], [-0.92, 0.04, 0.02], [0.66, -0.67, 0.48], [0.99, 1.31, 0.48], [-2.48, 0.19, 0.82], [-0.09, 0.52, 0.36], [-0.11, -1.21, -0.92], [-0.50, 0.14, 0.05], [1.95, 2.54, -0.34], [-0.16, -0.11, -1.12], [-0.32, -1.63, -0.75], [-0.49, -0.41, 1.80], [-0.95, 0.07, 0.71], [-0.58, -0.05, 1.07], [-0.23, 0.34, -0.02], [-1.07, 0.46, 0.11], [0.62, -0.41, -0.83], [-0.52, -1.28, 1.11], [1.05, 0.52, -0.32], [0.37, 0.27, -0.22], [-0.36, 0.21, -0.02], [0.07, -0.10, 0.00], [-0.37, 0.23, -0.60], [0.29, -0.08, 0.21], [0.34, -0.21, -0.41], [0.24, -0.22, 0.11], [0.10, 0.27, 0.31], [-0.01, -0.03, -0.12], [0.00, -0.34, 0.35], [0.45, 0.55, -0.21], [-0.40, 0.09, 0.11], [0.63, -0.19, 0.08], [0.00, 0.17, 0.27], [-0.40, 0.46, 0.29], [0.12, -0.42, -0.41], [0.01, -0.19, 0.38], [-0.34, 0.59, -0.14], [0.32, -0.03, 0.04], [0.27, -0.02, 0.08], [-0.68, -0.33, 0.31], [0.23, 0.10, -0.24], [1.11, 0.19, -0.18], [-0.02, -0.01, -0.19], [-0.02, 0.06, -0.30], [-0.56, 0.27, 0.49], [0.33, -0.20, 0.04], [-0.11, 0.25, 0.49], [0.26, -0.31, 0.44], [-0.40, -0.10, -0.25], [-0.04, -0.29, -0.69], [0.50, -0.02, 0.18], [0.00, 0.06, 0.21], [-0.23, -0.26, -0.47], [0.05, -0.17, -0.12], [-0.29, 0.28, 0.05], [-0.12, 0.15, 0.10], [0.10, 0.74, -0.13], [-0.11, 0.08, 0.08], [0.16, 0.10, -0.64], [-0.15, 0.01, 0.61], [0.12, 0.12, 0.05], [0.22, 0.47, -0.61], [0.61, 0.02, 0.28], [0.09, -0.13, -0.23], [-0.03, 0.30, -0.64], [0.04, 0.15, -0.83], [-0.17, 0.07, 0.73], [0.34, 0.10, 0.12], [0.20, -0.31, -0.31], [0.19, 0.39, 0.07], [-0.02, -0.14, -0.37], [0.04, -0.02, -0.20], [-0.06, 0.02, 0.03], [0.29, 0.10, -0.01], [0.10, 0.41, 0.53], [0.25, 0.25, -0.06], [0.06, -0.24, 0.02], [-0.71, 0.32, 0.02], [0.16, 0.25, 0.39], [-0.07, 0.76, 0.31], [0.27, -0.26, 0.33], [0.08, 0.10, 0.05], [-0.02, -0.04, 0.00], [-0.56, -0.53, 0.47], [-0.72, -0.59, 0.00], [-0.26, -0.01, 0.19]],
  "de_lowest_kcal_mol": 34.50,
  "smiles": "COC[C@H](C)N.COC[C@H](C)N.COC[C@H](C)N.COC[C@H](C)N.COC[C@H](C)N.OCCO.OCCO",
  "gap_ha": 0.33093,
  "homo_ev": -8.805,
  "spin_multiplicity": 1
}

---

{
  "formula": "C8H15IN2",
  "method": "ωB97M-V with the def2-TZVPD basis set",
  "elements": ["I", "N", "N", "C", "C", "C", "C", "C", "C", "C", "C", "H", "H", "H", "H", "H", "H", "H", "H", "H", "H", "H", "H", "H", "H", "H"],
  "coordinates": [[-0.3652, -3.5030, -0.9505], [-1.2274, 0.5889, -3.6230], [-1.1013, 1.4934, -2.6914], [-1.5744, 1.2645, -1.4936], [0.6015, -1.2538, -2.6031], [-1.0666, 2.9367, 1.9499], [-1.3785, 2.2732, -0.4835], [1.8301, -1.6593, 0.7749], [-1.5280, 2.0864, 0.8451], [0.9515, -0.8888, -0.1559], [0.5619, -1.7111, -1.3592], [-1.6258, -0.2665, -3.4436], [1.2428, -2.5164, 1.3205], [1.0637, -0.4220, -3.0395], [-2.1438, 1.2981, 1.2030], [0.1532, -1.8174, -3.3893], [1.6477, -0.1135, -0.5524], [2.2463, -0.9402, 1.4733], [-2.0515, 0.3031, -1.1805], [0.1105, -0.4634, 0.3720], [-0.3775, 0.8522, -4.1984], [-1.8373, 3.6741, 2.2085], [-0.2291, 3.3675, 1.5909], [-0.9001, 2.2963, 2.8595], [-0.8676, 3.1600, -0.8019], [2.5357, -2.1687, 0.1805]],
  "forces_ev_per_angstrom": [[-0.45, -0.63, 0.01], [2.74, 3.38, -3.25], [-1.25, 0.93, 4.28], [-0.08, -0.05, -1.26], [-0.34, -1.84, -0.04], [-2.52, -1.33, 1.55], [0.67, -0.22, 1.68], [-1.94, -1.52, 1.91], [-1.07, -0.33, -1.33], [1.36, -0.07, -1.13], [-0.43, 1.83, 0.03], [-0.48, -2.57, 0.33], [1.06, 1.77, -0.68], [0.84, 1.51, 0.56], [-0.35, -1.21, -0.15], [-0.20, -0.81, -0.39], [-0.98, 0.08, 0.14], [0.37, -0.42, 0.32], [0.26, 0.57, -0.51], [-0.36, 0.29, -0.17], [-2.02, -2.06, -0.06], [0.27, 0.04, 0.08], [3.02, 1.95, -0.36], [0.14, 0.78, -0.84], [0.33, 0.39, -0.33], [1.40, -0.44, -0.37]],
  "de_lowest_kcal_mol": 0.00,
  "smiles": "C/C=C/C=N/N.C=C(I)CC",
  "gap_ha": 0.30613,
  "homo_ev": -7.735,
  "spin_multiplicity": 1
}

---

{
  "formula": "C23H32B2BrMgN6O2Se2",
  "method": "ωB97M-V with the def2-TZVPD basis set",
  "elements": ["Br", "Se", "Se", "Mg", "O", "O", "N", "N", "N", "N", "N", "N", "C", "C", "C", "C", "C", "C", "C", "C", "C", "C", "C", "C", "C", "C", "C", "C", "C", "C", "C", "C", "C", "C", "C", "B", "B", "H", "H", "H", "H", "H", "H", "H", "H", "H", "H", "H", "H", "H", "H", "H", "H", "H", "H", "H", "H", "H", "H", "H", "H", "H", "H", "H", "H", "H", "H", "H", "H"],
  "coordinates": [[-3.3036, -1.9033, -2.4452], [1.1313, -3.6127, -3.9644], [1.7858, -2.5599, -0.7374], [-1.9264, 0.1812, -1.9378], [-2.0506, 0.1233, 1.1203], [0.1766, -0.2948, 0.8226], [-0.1583, 2.0947, -3.9896], [-0.4920, 0.8114, -4.2365], [-2.6016, 2.6331, -3.6239], [-1.7643, 2.8167, -0.9451], [-0.8728, 3.2120, -1.8760], [-3.0609, 1.4505, -3.1811], [-1.0652, 0.2841, 4.6626], [0.7987, -0.1639, 3.2044], [1.0931, 2.3463, -4.4071], [1.4096, -4.8177, -2.4594], [2.2406, 1.2067, 5.5505], [-1.4337, 0.1244, 2.3270], [0.2048, 3.7647, -1.2939], [-1.9539, 0.3299, 3.5816], [0.5698, 0.2634, -4.8118], [2.0806, -1.2847, 5.6639], [1.6099, 1.1896, -4.9539], [0.5624, 0.1223, 7.0255], [2.4580, -4.2171, -1.5387], [-4.3278, 1.3542, -3.5564], [-4.7090, 2.4915, -4.2761], [2.7969, -2.7384, 0.9117], [-1.2286, 3.1280, 0.2282], [-0.0791, -0.1198, 2.1479], [-0.5937, -4.2850, -4.5390], [1.2738, 0.0211, 5.6760], [-3.5710, 3.2708, -4.2973], [0.2948, 0.0407, 4.4997], [0.0211, 3.7399, 0.0727], [-1.0441, -0.1031, 0.1142], [-1.1674, 3.1140, -3.4039], [-0.1536, -0.6895, 7.1636], [-1.2720, -4.3186, -3.6898], [1.7206, -5.7989, -2.8209], [-1.4674, 0.4415, 5.6534], [1.8512, -0.3380, 3.0271], [1.0228, 4.1401, -1.8869], [2.6899, -4.9077, -0.7260], [-1.0556, 4.1868, -3.9417], [-1.7580, 2.8833, 1.1357], [0.6957, 4.0865, 0.8360], [2.9752, 1.1879, 6.3601], [-3.3737, 4.2337, -4.7370], [1.2986, 0.0641, 7.8303], [-3.0092, 0.5177, 3.7269], [2.7577, -1.3179, 6.5212], [-0.9988, -3.5604, -5.2438], [0.0300, 1.0689, 7.1314], [3.8625, -2.5865, 0.7493], [1.4179, -2.1503, 5.7138], [2.7781, 1.1787, 4.6022], [-0.4969, -5.2577, -5.0158], [3.3820, -4.0198, -2.0863], [0.5431, -0.7724, -5.1062], [2.6222, -3.7127, 1.3659], [2.6832, -1.3795, 4.7606], [-4.8766, 0.4592, -3.3109], [2.4230, -1.9668, 1.5794], [2.5904, 1.0371, -5.3694], [0.4559, -4.9093, -1.9387], [1.5246, 3.3279, -4.2969], [-5.6653, 2.7058, -4.7186], [1.6986, 2.1528, 5.5978]],
  "forces_ev_per_angstrom": [[0.08, 0.01, -0.05], [0.00, 0.04, -0.11], [0.01, -0.08, -0.03], [-0.05, -0.31, -0.59], [0.09, -0.05, -0.11], [0.05, 0.13, -0.09], [-0.05, 0.15, -0.47], [0.05, -0.12, 0.51], [0.00, 0.02, -0.16], [0.01, -0.04, 0.01], [-0.28, 0.24, -0.01], [-0.15, 0.10, 0.27], [-0.03, -0.03, 0.01], [-0.10, 0.05, 0.01], [0.00, 0.02, -0.09], [0.00, 0.00, 0.07], [0.01, -0.01, 0.01], [-0.02, -0.02, 0.05], [0.08, 0.06, -0.01], [0.05, -0.01, 0.00], [0.05, -0.12, -0.04], [0.00, -0.01, 0.01], [-0.01, 0.02, 0.10], [0.01, 0.01, 0.02], [0.04, -0.03, -0.06], [0.04, -0.12, -0.05], [0.04, 0.01, -0.02], [0.01, 0.05, 0.07], [-0.08, 0.00, 0.09], [0.09, -0.10, 0.04], [-0.11, 0.08, 0.00], [-0.03, -0.02, -0.01], [-0.02, 0.11, 0.02], [0.06, 0.03, -0.02], [0.04, -0.07, -0.03], [-0.09, 0.15, 0.31], [0.07, -0.17, 0.32], [0.00, -0.02, 0.00], [0.01, -0.01, 0.04], [0.01, 0.02, -0.03], [-0.01, 0.01, 0.00], [0.03, 0.01, 0.00], [0.00, 0.01, 0.00], [-0.05, 0.01, 0.01], [0.18, 0.02, 0.02], [0.01, -0.01, 0.01], [0.00, 0.02, 0.01], [0.01, 0.01, 0.01], [-0.02, 0.01, -0.01], [0.01, 0.00, 0.00], [-0.01, 0.00, 0.00], [0.01, 0.00, 0.01], [0.05, -0.05, -0.02], [0.00, 0.01, -0.01], [-0.01, -0.01, -0.03], [-0.02, 0.00, 0.01], [0.01, -0.01, -0.01], [-0.02, 0.00, 0.02], [0.00, -0.01, 0.03], [0.01, -0.06, 0.06], [-0.02, 0.00, -0.01], [0.00, 0.00, -0.01], [-0.03, 0.02, 0.00], [0.00, 0.02, 0.02], [0.00, -0.01, -0.03], [0.01, -0.01, -0.01], [-0.02, 0.02, -0.05], [-0.01, 0.01, -0.01], [-0.02, 0.00, 0.00]],
  "de_lowest_kcal_mol": 31.14,
  "gap_ha": 0.27128,
  "charge": -1,
  "homo_ev": -5.075,
  "spin_multiplicity": 1
}